C5H12NP | ωB97M-V/def2-TZVPD

Each line ends with the natural charge from an NBO analysis.
Cartesian coordinates (Å):
C: -1.172 -0.311 -2.637  -0.905
P: -0.022 -1.690 -2.161  0.406
C: 0.610 -0.979 -0.563  -0.153
N: 1.810 -1.374 -0.282  -0.752
H: -2.004 -0.652 -3.226  0.235
H: -0.571 0.519 -2.918  0.227
H: -1.491 0.037 -1.650  0.236
H: -1.090 -2.438 -1.632  -0.031
H: 2.536 -0.778 0.269  0.396
H: 2.372 -2.121 -0.848  0.343
C: 1.249 1.121 1.779  -0.445
C: 0.049 1.605 1.484  -0.119
C: -1.222 0.853 1.838  -0.649
H: 1.190 0.208 2.374  0.186
H: 2.084 1.542 1.341  0.196
H: 0.044 2.577 0.966  0.186
H: -0.689 -0.081 2.158  0.212
H: -1.921 0.582 1.109  0.221
H: -1.764 1.379 2.599  0.212

For the maximum force, the calculation gives 3.46 eV/Å. The calculation puts the LUMO energy at 0.742 eV. The structure (SMILES) is C[PH]#CN.C=CC. As for the HOMO energy: -7.48 eV. The calculation puts the energy relative to the best compared isomer or geometry (same formula, charge and spin) at 3.994 eV. As for the molecular weight: 117.13 g mol⁻¹. The multiplicity is 1. The frontier orbital gap is 0.30222 Eh.